No. 1
ORCA calculation (ωB97M-V/def2-TZVPD) on a molecular structure, C26H48O2P2Ru at a distorted geometry.

Properties
- Net charge: +1
- Orbital gap (spin up / spin down): 0.221 / 0.259 Ha
- HOMO (spin up / spin down): -0.31049 / -0.41486 Eh
- Multiplicity: 6
- E: -1947.0777 hartree
- ⟨S²⟩: 8.813
- LUMO (spin up / spin down): -2.4 / -4.2 eV

Structure (XYZ):
```
79
C26H48O2P2Ru, DFT ωB97M-V/def2-TZVPD
Ru 0.0777 -0.4895 -1.3812
C 1.6449 -2.9640 -0.7629
C 0.8831 -2.4400 0.4336
C -0.5334 -2.6018 -1.4537
C 0.8210 -2.9857 -1.8725
C -0.5464 -2.3827 -0.0544
C 3.0300 -3.4703 -0.7066
H 3.2934 -3.6979 0.3337
H 3.7881 -2.7699 -1.0873
H 3.0871 -4.3845 -1.3148
C 1.1704 -3.3622 -3.2672
H 1.9538 -4.1302 -3.2731
H 1.5603 -2.4929 -3.8164
H 0.3036 -3.7525 -3.8125
C -1.7184 -2.6953 -2.3216
H -1.8692 -3.6966 -2.7334
H -1.5616 -1.9729 -3.1345
H -2.5937 -2.3712 -1.7557
C -1.6800 -2.0190 0.8263
H -1.3399 -1.8569 1.8576
H -2.4329 -2.8224 0.8486
H -2.1886 -1.0878 0.5203
C 1.1720 -3.0749 1.7790
H 0.8883 -4.1316 1.7445
H 0.6054 -2.5576 2.5652
H 2.2392 -2.9974 1.9817
C 0.7705 3.8260 1.0758
C 1.2525 3.2015 2.1257
C 0.5790 3.0695 3.5022
C -0.2872 1.8889 3.6933
C -1.3921 1.5572 2.9447
C -2.0517 2.4212 2.0878
C -1.7558 3.8297 1.8791
C -0.6666 4.2097 0.8194
H 0.1286 3.9969 3.9162
H -0.1809 1.3547 4.6406
H 1.4165 2.9097 4.2037
H -0.6625 5.3161 0.7797
H 1.4404 4.1806 0.2642
H 2.2615 2.7498 2.1420
H -1.0460 3.7998 -0.1455
H -2.6835 4.2112 1.3889
H -2.8718 1.9841 1.4848
H -1.5908 4.3492 2.8316
H 0.3760 -0.6127 3.7442
H -1.7406 0.5214 2.9947
P 2.0166 0.3143 -1.7756
C 3.3127 -0.4537 -2.8354
H 4.1600 0.2498 -2.8524
H 2.9409 -0.5755 -3.8570
H 3.6895 -1.4168 -2.4722
C 1.5617 1.7906 -2.7439
H 2.4850 2.2007 -3.1842
H 1.0910 2.5433 -2.0976
H 0.8553 1.5128 -3.5408
C 3.2581 1.0515 -0.6183
H 4.0164 1.5815 -1.2191
H 3.7765 0.2759 -0.0351
H 2.7785 1.7483 0.0808
P -2.1661 0.6663 -1.7667
C -3.8131 -0.0956 -1.2619
H -4.6199 0.4304 -1.8007
H -3.9722 0.0517 -0.1859
H -3.8928 -1.1606 -1.5012
C -2.9283 2.3719 -1.5141
H -3.8688 2.4322 -2.0936
H -2.2662 3.1687 -1.8707
H -3.1779 2.5469 -0.4593
C -2.5853 0.6914 -3.5837
H -3.6010 1.0984 -3.7206
H -2.5415 -0.3218 -4.0002
H -1.8617 1.3436 -4.0905
C 0.3269 -1.7039 5.4035
O -0.0868 -1.4060 4.0588
C 1.0611 -0.9232 0.3817
O 1.4250 -0.2540 1.3501
H 1.4215 -1.7741 5.4884
H -0.1297 -2.6488 5.7374
H -0.0144 -0.8932 6.0642
```

Here are the Löwdin charges for atoms 1 to 8, given in e:
1 Ru 0.88
2 C -0.18
3 C -0.40
4 C -0.35
5 C -0.23
6 C -0.20
7 C 0.00
8 H 0.09

***

No. 2
ORCA calculation (ωB97M-V/def2-TZVPD) on a molecular structure, C26H49BrCaFLiMgN4NaO23P5 at a distorted geometry.

Properties
- Net charge: 0
- Orbital gap: 0.050 Ha
- HOMO: -0.23550 Eh
- E: -8397.3892 hartree
- LUMO: -5.0 eV

Structure (XYZ):
```
113
C26H49BrCaFLiMgN4NaO23P5, DFT ωB97M-V/def2-TZVPD
C 3.6276 3.3191 2.6694
C 4.8511 2.2993 2.3882
O 4.9790 1.9367 1.0000
P 3.7300 0.9102 0.4808
O 3.0512 0.2881 1.7061
C 2.5016 1.7685 -0.6966
C 1.3359 0.7106 -1.0577
C 0.3114 0.6011 0.1710
C -1.1662 1.1380 -0.1074
P -1.3056 2.8834 -0.8910
O -0.6291 2.9444 -2.2794
O -0.5819 4.1148 0.0392
O -2.9072 3.3414 -1.1187
C -1.8087 0.2368 -1.2588
O -1.3141 -0.5412 -2.0790
O -3.2133 0.4235 -1.1991
C -3.5073 0.6061 0.2228
P -4.6686 -0.8497 0.5681
N -5.8124 -0.9767 -0.5285
O -5.3103 -0.6670 2.1667
O -3.7777 -2.3379 0.4905
C -2.1895 0.8328 1.1222
C -1.8654 -0.3993 2.0909
C -0.7480 -0.1140 3.2163
C 0.1134 -1.4536 3.5076
C -0.8619 -2.7319 3.6753
N -0.1649 -3.8986 4.3216
C -1.2571 -4.8178 4.7400
N -1.1793 -5.3199 5.9720
N -2.3602 -5.1387 3.8049
P -2.4938 2.2380 2.3722
O -1.1809 2.9968 2.7427
O -3.5296 3.4453 1.7603
O -3.2925 1.6816 3.7891
O 4.3864 -0.3671 -0.4548
C 4.6504 -1.5340 0.3697
C 3.4320 -2.5723 0.4408
H 2.6120 2.7774 2.8371
H 3.9205 3.9157 3.6448
H 3.6155 4.1053 1.8094
H 5.7916 2.9077 2.6515
H 4.8533 1.4172 3.1102
H 3.0291 2.1936 -1.6402
H 2.0832 2.6541 -0.0888
H 0.8669 0.8924 -2.0717
H 1.8804 -0.2990 -1.1410
H 0.3506 -0.4854 0.5338
H 0.7393 1.2528 1.0182
H 0.3804 4.0055 0.0485
H -3.1445 3.3517 -2.0755
H -4.2222 1.4970 0.2494
H -5.6827 -1.8996 -0.9671
H -4.8784 -1.3204 2.7664
H -3.4386 -2.5596 1.3890
H -1.5258 -1.2680 1.4334
H -2.7818 -0.7838 2.6661
H -1.2499 0.1437 4.2069
H -0.0044 0.6995 2.9432
H 0.8966 -1.6325 2.6981
H 0.6981 -1.3142 4.4877
H -1.8072 -2.4578 4.2448
H -1.1646 -3.0785 2.6208
H 0.3459 -4.4331 3.6001
H -0.2879 -4.9449 6.3716
H -2.5695 -6.1487 3.8667
H -3.1915 -4.6422 4.2005
H -4.4615 3.1252 1.7726
H -2.6183 1.8153 4.4978
H 5.0691 -1.2679 1.4058
H 5.5068 -2.0979 -0.1503
H 2.4523 -2.0801 0.7894
H 3.1923 -3.0574 -0.5633
H 3.7018 -3.3294 1.2522
C 4.0060 3.2196 -5.0995
C 4.4691 3.4463 -6.3365
C 5.3635 2.4922 -7.0028
O 5.8045 2.6992 -8.1694
C 5.7269 1.2837 -6.2644
C 5.2640 1.0539 -5.0247
C 4.3710 2.0065 -4.3571
O 3.9431 1.7956 -3.2168
H 3.3459 3.9147 -4.5945
H 4.2076 4.3354 -6.8959
H 6.3862 0.5898 -6.7711
H 5.5254 0.1637 -4.4663
O 7.4658 6.8529 2.2634
P 6.1155 6.6530 2.9583
O 6.0346 5.2224 3.5113
O 4.9802 6.8754 1.9479
O 5.9700 7.6528 4.1103
Ca 2.5490 4.6250 4.0509
Mg -2.2622 -3.9187 7.0043
F -4.8263 1.1559 -2.3357
Na 2.2231 4.4119 -1.0978
O 1.4577 2.6953 6.8626
H 1.8889 2.0565 7.4276
Li -0.1429 2.6405 4.3456
C -4.4521 -3.5820 -3.3036
C -4.3652 -3.4834 -4.8141
O -4.7248 -4.7255 -5.4363
C -6.0396 -4.9835 -5.4962
O -6.9222 -4.2713 -5.0880
O -6.2022 -6.1883 -6.0671
C -7.5586 -6.6273 -6.1044
H -3.8621 -4.4272 -2.9388
H -4.0874 -2.6649 -2.8356
H -5.4809 -3.7482 -2.9763
H -3.3332 -3.2766 -5.1047
H -4.9787 -2.6653 -5.2001
H -8.2057 -5.8806 -6.5675
H -7.9024 -6.8604 -5.0943
H -7.5984 -7.5379 -6.7028
Br 7.0455 4.3482 -7.6954
```

Here are the Löwdin charges for atoms 1 to 8, given in e:
1 C -0.24
2 C -0.22
3 O -0.21
4 P 0.74
5 O -0.32
6 C -0.21
7 C -0.16
8 C -0.13

***

Question: What is the formula in the second record?
Answer: C26H49BrCaFLiMgN4NaO23P5

***

Question: Which of these has the highest E?
Answer: C26H48O2P2Ru

***

Question: Look up the net charge of the first one.
Answer: +1

***

Question: The lowest net charge belongs to which entry?
Answer: C26H49BrCaFLiMgN4NaO23P5